(1)
Density functional theory data (the ωB97M-V functional and the def2-TZVPD basis) for a molecular structure, C30H34N18O4ScSe at a distorted geometry.

```
! wB97M-V def2-TZVPD RIJCOSX def2/J DEFGRID3
* xyz 3 1
Sc 1.04 -1.47 0.18
C 3.35 2.47 -0.26
C 3.08 1.12 -0.09
N 1.97 0.70 0.49
C 1.13 1.64 0.95
C 1.39 2.98 0.74
N 2.49 3.40 0.13
C -0.08 1.14 1.66
C -0.74 1.90 2.60
C -1.82 1.35 3.30
C -2.16 0.03 3.01
C -1.45 -0.67 2.05
N -0.43 -0.12 1.38
C -1.72 -2.09 1.74
C -2.87 -2.75 2.14
N -3.06 -4.04 1.91
C -2.11 -4.68 1.26
C -0.97 -4.03 0.80
N -0.78 -2.73 1.03
C -2.55 2.13 4.33
C -3.93 2.00 4.47
C -4.56 2.76 5.44
N -3.93 3.58 6.26
C -2.61 3.69 6.13
C -1.88 3.00 5.18
H 4.26 2.80 -0.73
H 3.76 0.36 -0.47
H 0.68 3.74 1.06
H -0.43 2.92 2.82
H -2.95 -0.44 3.57
H -3.66 -2.24 2.67
H -2.25 -5.74 1.08
H -0.21 -4.55 0.24
H -4.51 1.36 3.82
H -5.64 2.69 5.57
H -2.11 4.37 6.81
H -0.80 3.12 5.13
N -1.15 -3.32 -2.03
N -0.18 -3.86 -2.89
C 1.12 -3.73 -2.68
N 1.98 -4.32 -3.51
N 1.48 -3.01 -1.58
N 2.74 -2.60 -1.53
O 3.62 -2.87 -2.29
O 2.94 -1.83 -0.54
H -1.99 -3.89 -2.14
H -1.38 -2.35 -2.32
H -0.49 -4.46 -3.66
H 1.65 -4.84 -4.30
H 2.97 -4.13 -3.43
N -2.19 -0.19 -2.04
C -1.24 0.69 -2.73
C -1.70 2.15 -2.91
C -1.67 2.66 -4.36
C -0.30 3.00 -4.94
N 0.07 4.41 -4.75
C 0.98 4.89 -3.91
N 1.60 4.09 -3.05
N 1.29 6.19 -3.94
C 0.13 0.59 -2.07
O 0.93 1.51 -2.21
O 0.42 -0.51 -1.45
H -3.09 -0.12 -2.50
H -2.33 0.13 -1.09
H -1.08 0.25 -3.72
H -1.12 2.82 -2.26
H -2.73 2.20 -2.56
H -2.30 3.55 -4.42
H -2.15 1.92 -5.01
H -0.29 2.83 -6.02
H 0.49 2.39 -4.52
H -0.38 5.08 -5.36
H 1.36 3.11 -2.95
H 2.34 4.45 -2.45
H 0.91 6.79 -4.65
H 1.95 6.58 -3.30
Se 2.45 -0.78 3.85
N 3.20 -2.24 4.47
C 3.02 -3.21 3.58
C 3.48 -4.56 3.67
C 3.20 -5.37 2.63
C 2.46 -4.88 1.50
N 2.01 -3.66 1.37
C 2.29 -2.83 2.42
N 1.89 -1.58 2.35
H 4.04 -4.89 4.54
H 3.52 -6.40 2.62
H 2.26 -5.56 0.68
*
```

Computed properties:
**Gap between HOMO and LUMO**: 6.95 eV
**E_tot**: -152701.4294 eV
**ΔE to the lowest compared entry with this formula, charge and spin**: 0.00 kJ/mol
**Max |F|**: 1.51 eV/A
**Lowest unoccupied orbital energy**: -0.31037 Eh

Atomic partial charges in e from the natural (NBO) method, atoms 1 to 5:
1 Sc 1.62
2 C 0.03
3 C 0.05
4 N -0.44
5 C 0.13

---

(2)
Density functional theory data (the ωB97M-V functional and the def2-TZVPD basis) for 15 unconnected molecules or ions with the total composition C15H60N18O15 at a distorted geometry.

```
! wB97M-V def2-TZVPD RIJCOSX def2/J DEFGRID3
* xyz 0 1
C 5.24 0.28 -0.44
O 5.67 1.28 -1.29
H 5.14 -0.75 -0.79
H 5.91 0.16 0.41
H 4.32 0.67 -0.01
H 6.08 0.82 -2.02
C -1.61 -0.71 3.94
O -2.07 0.21 2.94
H -2.36 -1.45 4.22
H -0.72 -1.16 3.52
H -1.25 -0.24 4.86
H -1.28 0.65 2.62
C -2.65 0.10 -4.50
O -2.49 1.37 -3.85
H -3.63 -0.33 -4.73
H -2.27 0.14 -5.52
H -2.20 -0.77 -4.03
H -1.57 1.44 -3.56
C 2.77 3.11 2.61
O 3.25 2.27 1.56
H 1.80 2.75 2.92
H 3.47 3.19 3.45
H 2.72 4.19 2.42
H 3.65 1.47 1.91
C 0.59 -0.09 0.30
O -0.60 0.61 -0.22
H 0.64 -0.31 1.36
H 0.88 -1.08 -0.05
H 1.49 0.43 -0.03
H -0.38 0.91 -1.11
C -0.28 -4.23 0.85
O 0.91 -4.48 0.05
H -0.78 -5.16 1.14
H -0.13 -3.76 1.82
H -1.02 -3.76 0.21
H 1.03 -5.42 -0.12
C -4.12 -2.74 1.56
O -4.84 -3.45 0.82
N -4.12 -2.81 2.87
N -3.33 -1.81 1.14
H -3.55 -2.32 3.54
H -4.59 -3.67 3.14
H -3.17 -1.82 0.14
H -2.83 -1.15 1.72
C -6.13 1.48 -3.62
O -7.30 1.41 -3.48
N -5.52 1.96 -4.72
N -5.30 1.18 -2.72
H -6.09 1.98 -5.55
H -4.51 2.06 -4.72
H -4.33 1.25 -2.96
H -5.64 0.46 -2.10
C 4.42 -4.65 -1.31
O 4.82 -5.22 -2.33
N 3.74 -3.58 -1.21
N 4.32 -5.21 -0.17
H 3.52 -3.05 -2.04
H 3.17 -3.42 -0.40
H 4.73 -6.14 -0.14
H 4.09 -4.74 0.69
C 2.22 4.51 -1.04
O 1.74 4.98 -0.05
N 3.55 4.39 -1.28
N 1.49 4.33 -2.17
H 3.81 3.88 -2.11
H 4.09 4.43 -0.42
H 0.48 4.36 -2.16
H 1.77 3.69 -2.90
C -2.47 3.61 -0.30
O -2.91 4.74 -0.40
N -3.33 2.57 -0.63
N -1.25 3.30 0.03
H -3.08 1.59 -0.64
H -4.27 2.88 -0.86
H -0.63 4.03 0.35
H -1.01 2.36 0.31
C 1.12 1.25 -3.41
O 0.04 1.02 -2.89
N 1.17 1.40 -4.72
N 2.21 1.43 -2.72
H 1.99 1.80 -5.14
H 0.31 1.42 -5.26
H 2.22 1.32 -1.72
H 3.05 1.58 -3.25
C -0.61 -3.29 -3.24
O -1.01 -3.35 -4.38
N 0.59 -3.50 -2.93
N -1.50 -3.07 -2.28
H 0.86 -3.87 -2.03
H 1.26 -3.31 -3.67
H -2.48 -2.96 -2.51
H -1.24 -3.07 -1.31
C 4.08 -1.60 3.25
O 4.34 -0.73 2.43
N 4.82 -2.03 4.23
N 2.92 -2.18 3.36
H 5.63 -1.54 4.57
H 4.48 -2.86 4.68
H 2.12 -1.99 2.78
H 2.74 -2.53 4.30
C -2.85 2.39 6.09
O -2.28 1.46 6.55
N -2.95 2.69 4.86
N -3.52 3.19 6.78
H -2.46 2.21 4.12
H -3.62 3.41 4.62
H -3.95 3.96 6.29
H -3.36 3.32 7.77
*
```

Computed properties:
**Gap between HOMO and LUMO**: 8.54 eV
**E_tot**: -74063.9887 eV
**ΔE to the lowest compared entry with this formula, charge and spin**: 565.18 kJ/mol
**Max |F|**: 8.36 eV/A
**Lowest unoccupied orbital energy**: -0.02104 Eh

Atomic partial charges in e from the Mulliken method, atoms 1 to 5:
1 C -0.12
2 O -0.53
3 H 0.29
4 H 0.27
5 H -0.22

---

(3)
Density functional theory data (the ωB97M-V functional and the def2-TZVPD basis) for a molecular structure, C6H6O2 at a distorted geometry.

```
! wB97M-V def2-TZVPD RIJCOSX def2/J DEFGRID3
* xyz 0 1
C 0.49 1.11 -0.49
C 0.27 0.48 0.92
C 0.66 -0.48 -0.77
C -0.83 -0.83 -0.61
C -1.16 -1.61 0.62
C -1.12 -0.09 0.64
H 0.38 0.87 1.93
H 1.30 -0.72 -1.58
H -1.45 -0.74 -1.48
H -0.36 -2.33 0.76
H -2.07 -1.75 1.17
H -2.01 0.46 0.94
O 0.67 2.18 -1.00
O 1.13 -0.59 0.55
*
```

Computed properties:
**Gap between HOMO and LUMO**: 10.31 eV
**E_tot**: -10410.1071 eV
**ΔE to the lowest compared entry with this formula, charge and spin**: 318.62 kJ/mol
**Max |F|**: 2.61 eV/A
**Lowest unoccupied orbital energy**: 0.03518 Eh

Atomic partial charges in e from the natural (NBO) method, atoms 1 to 5:
1 C 0.60
2 C -0.04
3 C -0.01
4 C -0.26
5 C -0.46

---

(4)
Density functional theory data (the ωB97M-V functional and the def2-TZVPD basis) for 7 unconnected molecules or ions with the total composition C49H107N5O7 at a distorted geometry.

```
! wB97M-V def2-TZVPD RIJCOSX def2/J DEFGRID3
* xyz 0 1
C -4.20 3.94 -3.35
C -3.94 4.40 -4.88
C -3.59 5.94 -4.85
C -2.21 6.21 -4.22
C -1.04 5.49 -5.01
C -1.49 3.92 -5.13
N -2.89 3.72 -5.57
O -3.26 2.33 -5.54
C -0.56 3.30 -6.23
C -1.02 3.26 -3.77
C -5.22 4.32 -5.73
H -3.65 3.01 -3.21
H -5.27 3.90 -3.18
H -3.88 4.56 -2.50
H -3.65 6.42 -5.82
H -4.35 6.50 -4.30
H -2.15 6.11 -3.14
H -2.08 7.30 -4.26
H -0.09 5.59 -4.49
H -1.11 5.95 -6.00
H -0.72 3.86 -7.15
H 0.47 3.45 -5.90
H -0.68 2.25 -6.49
H -1.61 3.58 -2.91
H -1.07 2.18 -3.76
H 0.00 3.60 -3.59
H -5.98 3.62 -5.38
H -4.97 4.04 -6.75
H -5.69 5.31 -5.79
H -3.63 2.18 -6.41
C 4.72 6.13 -5.70
C 4.76 4.93 -4.74
C 6.22 4.88 -4.21
C 6.48 4.06 -2.91
C 5.50 4.62 -1.81
C 3.99 4.68 -2.25
N 3.85 5.36 -3.63
O 2.48 5.51 -4.04
C 3.34 3.30 -2.15
C 3.25 5.53 -1.20
C 4.31 3.63 -5.31
H 5.58 6.20 -6.36
H 4.61 7.09 -5.21
H 3.93 6.05 -6.45
H 6.88 4.38 -4.93
H 6.58 5.91 -4.15
H 7.55 4.12 -2.72
H 6.22 3.03 -3.19
H 5.85 5.61 -1.51
H 5.50 3.90 -0.99
H 4.00 2.54 -2.58
H 3.29 2.86 -1.16
H 2.45 3.23 -2.77
H 3.69 6.52 -1.09
H 2.17 5.61 -1.33
H 3.24 4.98 -0.26
H 3.32 3.72 -5.77
H 4.18 2.79 -4.62
H 4.93 3.31 -6.14
H 2.38 6.44 -3.79
C -0.70 -2.80 2.20
C -1.41 -1.61 1.56
C -1.44 -0.53 2.71
C -1.73 0.89 2.30
C -0.79 1.31 1.20
C -0.68 0.33 0.03
N -0.53 -1.06 0.46
O -0.24 -1.99 -0.54
C -1.71 0.52 -1.04
C 0.76 0.68 -0.64
C -2.84 -1.94 1.04
H -0.78 -3.70 1.59
H -1.12 -3.00 3.18
H 0.38 -2.62 2.26
H -2.08 -0.96 3.47
H -0.47 -0.33 3.16
H -1.60 1.55 3.15
H -2.77 1.19 2.23
H 0.19 1.52 1.63
H -1.34 2.20 0.90
H -1.54 -0.09 -1.93
H -2.72 0.41 -0.67
H -1.84 1.57 -1.30
H 1.08 -0.12 -1.32
H 0.81 1.68 -1.07
H 1.53 0.50 0.11
H -3.15 -2.71 1.75
H -2.93 -2.34 0.03
H -3.51 -1.14 1.33
H 0.61 -2.32 -0.23
C 5.80 -3.13 0.45
C 4.59 -2.16 0.17
C 5.13 -0.65 0.42
C 6.06 -0.14 -0.73
C 5.36 -0.27 -2.01
C 4.91 -1.65 -2.42
N 4.13 -2.18 -1.25
O 3.56 -3.43 -1.56
C 3.90 -1.43 -3.52
C 6.13 -2.54 -2.82
C 3.43 -2.33 1.18
H 6.79 -2.69 0.32
H 5.75 -3.87 -0.34
H 5.57 -3.58 1.42
H 4.31 0.07 0.43
H 5.85 -0.66 1.23
H 7.06 -0.56 -0.73
H 6.40 0.83 -0.37
H 5.93 0.13 -2.85
H 4.57 0.47 -1.89
H 3.08 -0.76 -3.26
H 4.40 -1.29 -4.48
H 3.32 -2.31 -3.83
H 7.03 -2.26 -2.26
H 6.00 -3.58 -2.54
H 6.36 -2.54 -3.89
H 4.02 -2.49 2.08
H 2.91 -3.22 0.82
H 2.73 -1.50 1.29
H 2.65 -3.15 -1.44
C -3.56 -5.87 2.45
C -3.79 -6.36 3.93
C -2.83 -5.58 4.88
C -3.30 -4.09 5.17
C -4.70 -4.15 5.77
C -5.76 -4.96 4.93
N -5.25 -6.11 4.23
O -6.14 -6.65 3.27
C -6.87 -5.22 5.97
C -6.46 -4.05 3.79
C -3.48 -7.82 4.13
H -4.15 -6.47 1.76
H -2.53 -5.86 2.08
H -3.89 -4.83 2.44
H -2.92 -6.17 5.79
H -1.78 -5.54 4.60
H -3.42 -3.51 4.26
H -2.50 -3.69 5.80
H -5.24 -3.20 5.84
H -4.62 -4.53 6.79
H -6.69 -6.08 6.61
H -6.94 -4.26 6.50
H -7.88 -5.37 5.59
H -6.53 -3.04 4.20
H -5.84 -3.93 2.90
H -7.41 -4.47 3.46
H -3.73 -8.10 5.16
H -2.43 -8.12 4.09
H -3.97 -8.41 3.36
H -6.90 -6.89 3.80
C -3.10 -0.27 6.63
C -4.39 0.29 6.13
O -3.97 1.10 5.07
H -3.30 -0.97 7.45
H -2.29 0.38 6.95
H -2.80 -0.93 5.82
H -4.78 0.83 7.00
H -5.16 -0.43 5.86
H -3.64 1.97 5.31
C 0.41 -3.86 6.49
C 0.28 -4.96 7.59
O 0.50 -6.19 7.10
H 0.20 -2.84 6.80
H -0.37 -4.19 5.80
H 1.47 -3.78 6.23
H -0.77 -4.88 7.86
H 0.92 -4.91 8.47
H 1.44 -6.35 7.01
*
```

Computed properties:
**Gap between HOMO and LUMO**: 8.12 eV
**E_tot**: -74319.3521 eV
**ΔE to the lowest compared entry with this formula, charge and spin**: 651.04 kJ/mol
**Max |F|**: 3.84 eV/A
**SMILES**: CC1(C)CCCC(C)(C)N1O.CC1(C)CCCC(C)(C)N1O.CC1(C)CCCC(C)(C)N1O.CC1(C)CCCC(C)(C)N1O.CC1(C)CCCC(C)(C)N1O.CCO.CCO
**Lowest unoccupied orbital energy**: 0.01990 Eh

Atomic partial charges in e from the Mulliken method, atoms 1 to 5:
1 C -1.82
2 C 2.07
3 C -1.65
4 C -0.80
5 C -0.63

---

(5)
Density functional theory data (the ωB97M-V functional and the def2-TZVPD basis) for 2 unconnected molecules or ions with the total composition H2N2O4S at a distorted geometry.

```
! wB97M-V def2-TZVPD RIJCOSX def2/J DEFGRID3
* xyz 0 1
N -3.06 -1.75 -1.42
N -2.75 -2.27 -2.34
O -3.55 -1.33 -0.47
O -0.19 -1.04 -0.49
O 0.29 1.20 0.63
O -1.54 1.03 -0.96
S -1.01 0.30 0.15
H -0.58 -1.22 -1.49
H 0.62 1.70 -0.14
*
```

Computed properties:
**Gap between HOMO and LUMO**: 11.58 eV
**E_tot**: -22035.0275 eV
**ΔE to the lowest compared entry with this formula, charge and spin**: 15.75 kJ/mol
**Max |F|**: 3.88 eV/A
**Lowest unoccupied orbital energy**: 0.02583 Eh

Atomic partial charges in e from the natural (NBO) method, atoms 1 to 5:
1 N 0.43
2 N -0.10
3 O -0.33
4 O -0.92
5 O -0.89

---

(6)
Density functional theory data (the ωB97M-V functional and the def2-TZVPD basis) for a single C3H9N3O molecule at a distorted geometry.

```
! wB97M-V def2-TZVPD RIJCOSX def2/J DEFGRID3
* xyz 0 1
O -0.69 -0.27 1.92
C 0.47 -0.09 1.65
N 1.34 0.71 2.40
C 0.93 -0.06 0.13
N 0.17 -1.00 -0.66
C -0.65 -0.57 -1.84
N -1.70 0.33 -1.53
H 0.99 0.78 3.35
H 1.56 1.55 1.92
H 1.98 -0.36 0.13
H 0.77 0.94 -0.28
H -0.37 -1.64 -0.11
H -1.00 -1.56 -2.16
H 0.05 -0.20 -2.59
H -2.33 0.13 -0.77
H -1.51 1.31 -1.56
*
```

Computed properties:
**Gap between HOMO and LUMO**: 8.98 eV
**E_tot**: -9774.0443 eV
**ΔE to the lowest compared entry with this formula, charge and spin**: 144.24 kJ/mol
**Max |F|**: 4.98 eV/A
**SMILES**: NCNCC(N)=O
**Lowest unoccupied orbital energy**: 0.02294 Eh

Atomic partial charges in e from the natural (NBO) method, atoms 1 to 5:
1 O -0.57
2 C 0.68
3 N -0.87
4 C -0.33
5 N -0.66

---

(7)
Density functional theory data (the ωB97M-V functional and the def2-TZVPD basis) for a molecular structure, C23H20CoOSi.

```
! wB97M-V def2-TZVPD RIJCOSX def2/J DEFGRID3
* xyz 1 1
Co 0.08 0.05 -0.15
C 2.01 -0.54 -0.23
C 1.34 -0.88 -1.44
C 0.85 0.32 -2.02
C 1.21 1.40 -1.17
C 1.92 0.86 -0.06
H 2.42 -1.24 0.48
H 1.16 -1.88 -1.80
H 0.22 0.39 -2.90
H 0.91 2.42 -1.29
H 2.27 1.42 0.79
O -1.25 -0.17 0.82
Si -2.37 -0.40 2.11
C -1.31 -0.47 3.64
C 0.08 -0.39 3.66
C 0.79 -0.45 4.85
C 0.12 -0.61 6.05
C -1.27 -0.69 6.06
C -1.97 -0.62 4.86
C -3.14 -2.05 1.78
C -4.39 -2.30 1.23
C -4.83 -3.60 1.00
C -4.02 -4.67 1.32
C -2.76 -4.45 1.87
C -2.33 -3.16 2.10
C -3.39 1.16 2.10
C -4.64 1.33 1.52
C -5.28 2.56 1.55
C -4.67 3.64 2.16
C -3.42 3.50 2.75
C -2.79 2.26 2.72
H 0.63 -0.27 2.73
H 1.88 -0.39 4.84
H 0.67 -0.66 6.98
H -1.80 -0.81 6.99
H -3.05 -0.69 4.89
H -5.05 -1.49 0.97
H -5.81 -3.77 0.58
H -4.36 -5.68 1.14
H -2.13 -5.29 2.13
H -1.36 -3.00 2.56
H -5.14 0.50 1.03
H -6.26 2.67 1.10
H -5.18 4.60 2.19
H -2.95 4.34 3.24
H -1.83 2.16 3.21
*
```

Computed properties:
**Gap between HOMO and LUMO**: 6.39 eV
**E_tot**: -71721.0716 eV
**ΔE to the lowest compared entry with this formula, charge and spin**: 0.00 kJ/mol
**Max |F|**: 0.40 eV/A
**Lowest unoccupied orbital energy**: -0.19328 Eh

Atomic partial charges in e from the Mulliken method, atoms 1 to 5:
1 Co 1.20
2 C -0.21
3 C -0.29
4 C -0.45
5 C -0.29

---

no.,highest occupied orbital energy (eV)
1,-15.40
2,-9.12
3,-9.35
4,-7.58
5,-10.88
6,-8.36
7,-11.65